Record 1
Density functional theory data (ωB97M-V with the def2-TZVPD basis set) for C29H48ClLiN6O3Si as an isolated structure.

Cartesian coordinates (Å):
Li -0.397828 -2.521593 0.465548
C 1.725135 0.090446 2.990855
Si 1.722315 -1.284104 1.622251
C 2.831031 -0.380328 0.306623
C 3.073135 -2.446011 2.365405
H 2.756617 0.390837 3.220438
H 1.272492 -0.268539 3.920128
H 1.162900 0.988841 2.700383
H 3.782712 -0.051282 0.749081
H 2.351461 0.501073 -0.131906
H 3.069925 -1.045402 -0.528477
H 3.979250 -1.888391 2.636887
H 3.360449 -3.224162 1.651641
H 2.708841 -2.955588 3.263035
C -2.623952 -6.043178 0.278643
N -2.801668 -4.871484 1.130854
C -1.956182 -4.906837 2.311723
C -2.938501 -3.633597 0.548511
O -2.375668 -2.632136 0.989229
N -3.784373 -3.558938 -0.537744
C -5.027386 -4.301649 -0.575581
C -3.824711 -2.281907 -1.222601
H -1.565172 -6.306436 0.248976
H -2.922017 -5.825913 -0.741873
H -3.207266 -6.887239 0.661811
H -0.899797 -4.854161 2.031163
H -2.148987 -5.839779 2.842186
H -2.190126 -4.066952 2.962084
H -4.958487 -5.211269 0.010007
H -5.270069 -4.567725 -1.607178
H -5.853923 -3.698400 -0.176202
H -2.826621 -1.855160 -1.277872
H -4.468633 -1.560971 -0.702340
H -4.217943 -2.440974 -2.228278
C -2.584652 3.368127 -0.586315
C -1.495815 4.403550 -0.263950
C -0.921143 4.925833 -1.586012
C -2.190483 5.571752 0.454071
C -0.360260 3.806845 0.640118
O -0.916038 3.013306 1.693020
C 0.486894 4.926142 1.281217
C 1.716677 4.465178 2.079958
C 2.990368 4.317232 1.279232
C 3.494870 5.386527 0.541516
C 4.659878 5.265996 -0.198800
C 5.330362 4.054034 -0.202894
Cl 6.790142 3.892292 -1.140634
C 4.857103 2.974993 0.520939
C 3.692953 3.117799 1.262829
C 0.582825 2.843810 -0.086517
N -0.050285 1.713255 -0.725553
C -0.549448 0.616309 -0.143779
N -0.953303 -0.234088 -1.061882
C -0.653357 0.396025 -2.219911
N -0.102019 1.585119 -2.071950
H -3.396196 3.873360 -1.115574
H -2.998667 2.919069 0.316320
H -2.228002 2.567753 -1.229549
H -1.709043 5.436267 -2.145184
H -0.547596 4.111818 -2.207060
H -0.113493 5.645069 -1.430996
H -3.056364 5.884552 -0.131560
H -1.540872 6.439641 0.569595
H -2.562864 5.292549 1.445037
H -1.561454 3.541542 2.174302
H -0.172936 5.463145 1.965284
H 0.789626 5.647548 0.518683
H 1.490046 3.527700 2.592694
H 1.899145 5.203836 2.865983
H 2.973523 6.337455 0.544025
H 5.047060 6.098856 -0.769674
H 5.376373 2.027181 0.493960
H 3.316952 2.265316 1.817703
H 1.270835 2.434821 0.649698
H 1.171287 3.358156 -0.843158
H -0.584209 0.475355 0.924035
H -0.826494 -0.033943 -3.192789
O -0.505658 -4.092207 -0.479772
N 0.068334 -4.391152 -1.665905
C 1.369417 -4.852180 -1.709235
C 1.887312 -5.367209 -2.858062
C 1.103071 -5.479469 -4.034661
C -0.244308 -5.068902 -3.934448
C -0.744129 -4.555092 -2.774552
H 1.914642 -4.736510 -0.784422
H 2.922349 -5.686138 -2.847282
H 1.506325 -5.888736 -4.948868
H -0.914445 -5.149825 -4.782438
H -1.761750 -4.220761 -2.634257

Cartesian forces (eV/Å) of the 3 atoms listed first:
Li 0.0 0.1 0.0
C 0.0 0.1 0.0
Si 0.1 -0.1 -0.1

* HOMO level (spin up / spin down): -0.05315 / -0.11816 Eh
* total energy: -2445.33465 hartree
* 2S+1: 2
* ⟨S²⟩: 0.77
* frontier orbital gap (spin up / spin down): 3.57 / 5.33 eV
* charge: -1

***

Record 2
Density functional theory data (ωB97M-V with the def2-TZVPD basis set) for a 3-piece molecular cluster, C2H4F2O3 overall in a non-equilibrium geometry.

Cartesian coordinates (Å):
C -3.151003 0.522729 0.330162
C 1.541028 -0.996159 -0.384287
O 0.348589 -1.492907 -0.133574
O -2.081798 -0.019516 0.408663
O 1.826536 0.148815 -0.474596
F 3.903267 1.501645 0.430229
F 2.400394 -1.904803 -0.627625
H -4.113202 0.098391 0.688650
H 3.149017 1.320971 -0.135963
H -3.473360 1.606281 0.006948
H -0.349471 -0.785444 -0.108605

Cartesian forces (eV/Å) of the 3 atoms listed first:
C -6.2 3.8 -0.9
C -1.6 1.1 -0.3
O -0.5 0.0 0.0

* HOMO level (spin up / spin down): -0.28186 / -0.44496 Eh
* total energy: -503.92047 hartree
* 2S+1: 3
* ⟨S²⟩: 2.01
* frontier orbital gap (spin up / spin down): 8.20 / 8.56 eV

***

Record 3
Density functional theory data (ωB97M-V with the def2-TZVPD basis set) for one molecule with the formula C4H6ClN3 in a non-equilibrium geometry.

Cartesian coordinates (Å):
C -0.500078 1.702249 0.507329
C -0.908902 1.252281 -0.707613
C 0.052530 0.869863 1.490143
C -1.354989 -0.010268 -0.833035
N 0.368196 -0.435673 1.408189
N 0.008208 -1.184970 0.430913
N 0.798012 -2.143970 0.092729
Cl -2.664506 -0.586596 0.242198
H -0.402719 2.747357 0.783257
H -0.779663 1.720978 -1.666851
H 0.240841 1.097907 2.551392
H -1.547786 -0.394450 -1.860011
H 0.250940 -2.997337 0.063990
H 1.812984 -2.321842 0.197799

Cartesian forces (eV/Å) of the 3 atoms listed first:
C 0.8 2.3 1.4
C 0.3 -0.8 -1.0
C 1.1 -4.1 1.7

* HOMO level (spin up / spin down): -0.21738 / -0.31397 Eh
* total energy: -780.22876 hartree
* 2S+1: 3
* ⟨S²⟩: 2.05
* frontier orbital gap (spin up / spin down): 6.80 / 6.56 eV

***

Record 4
Density functional theory data (ωB97M-V with the def2-TZVPD basis set) for a 8-piece molecular cluster, C36H93N5O16 overall in a non-equilibrium geometry.

Cartesian coordinates (Å):
C 3.819682 -0.224869 8.048319
O 2.474596 0.221964 7.696553
C 2.216357 0.732720 6.356005
C 0.965111 1.672701 6.237249
N -0.047553 1.080279 6.974509
C -0.714923 0.022721 6.167229
C -1.962242 -0.604983 6.852231
O -1.684557 -1.542309 7.960628
C -1.055538 -2.828052 7.668000
H 3.896979 -0.504257 9.099067
H 4.501851 0.612454 7.901237
H 4.236279 -0.891064 7.292858
H 2.254571 -0.084512 5.635746
H 2.986005 1.444601 6.057766
H 0.621230 2.015615 5.261405
H 1.299025 2.504062 6.858071
H 0.353431 0.825031 7.865668
H -0.130254 -0.851330 5.880336
H -0.945710 0.363374 5.157875
H -2.399838 -1.048437 5.957826
H -2.646777 0.155954 7.227063
H -0.760587 -3.435333 8.523758
H -0.046356 -2.767162 7.260638
H -1.673953 -3.498243 7.070910
C -6.517337 -3.789645 -7.546998
O -5.734716 -2.866721 -6.866799
C -5.431391 -1.670176 -7.627658
C -6.672975 -0.686569 -7.415988
N -6.585929 -0.043982 -6.063600
C -6.859729 -0.852910 -4.946920
C -6.422001 -0.258593 -3.622641
O -4.984333 -0.011656 -3.773332
C -4.479297 0.798452 -2.712036
H -6.719027 -4.671045 -6.938271
H -5.935108 -4.259455 -8.339707
H -7.488403 -3.490646 -7.941615
H -5.322545 -1.963631 -8.671750
H -4.543276 -1.147221 -7.272852
H -7.593481 -1.266570 -7.482160
H -6.779650 -0.006655 -8.261233
H -5.624051 0.175372 -5.847349
H -6.405751 -1.843571 -4.971443
H -7.929303 -1.027444 -4.830105
H -6.640437 -0.909559 -2.776094
H -7.049251 0.630540 -3.686637
H -4.764282 0.432114 -1.725792
H -5.052761 1.722383 -2.786714
H -3.402935 0.968520 -2.686918
C 0.762847 -4.300913 -0.260620
O 2.112868 -3.968302 -0.376226
C 3.115462 -4.734787 0.290448
C 4.432048 -4.524371 -0.602530
N 5.055588 -3.241448 -0.553754
C 6.160291 -3.193100 -1.457539
C 6.830194 -1.832085 -1.585704
O 5.790836 -0.963286 -2.084547
C 6.290649 0.355618 -2.469487
H 0.381048 -3.666909 0.539607
H 0.530508 -5.306224 0.090784
H 0.403670 -4.030194 -1.253498
H 2.969577 -5.814875 0.274988
H 3.304507 -4.513663 1.340911
H 4.032807 -4.740075 -1.593582
H 5.177775 -5.287015 -0.378111
H 4.402826 -2.572323 -0.936233
H 5.902808 -3.502914 -2.470362
H 6.937126 -3.846425 -1.060310
H 7.637375 -2.038080 -2.288645
H 7.178597 -1.368810 -0.662617
H 5.561419 1.137434 -2.681836
H 6.804967 0.120411 -3.401286
H 6.953947 0.613652 -1.643907
C 6.298025 3.281021 3.776355
O 5.951793 3.652975 2.455210
C 6.107292 2.632820 1.475487
C 5.140891 1.402914 1.539944
N 3.749533 1.580889 1.022291
C 2.873945 0.464645 0.966392
C 3.106488 -0.447269 -0.255794
O 2.834034 0.281040 -1.494293
C 2.469922 -0.610219 -2.606750
H 5.533235 2.726874 4.320526
H 6.670967 4.107323 4.381529
H 7.161695 2.616084 3.771886
H 7.119816 2.248472 1.598637
H 6.181287 3.117450 0.501961
H 4.972032 1.309593 2.612729
H 5.562618 0.492790 1.113427
H 3.658799 2.076952 0.147202
H 1.836005 0.689127 0.720629
H 2.853173 -0.001283 1.951570
H 2.624774 -1.424061 -0.211737
H 4.149850 -0.758462 -0.204280
H 3.136631 -1.399251 -2.954631
H 2.431506 0.202315 -3.332290
H 1.556943 -1.149818 -2.354936
C 0.130253 3.518622 -6.273190
O 0.901193 3.618785 -5.084858
C 0.405223 2.738579 -4.096604
C -0.691903 3.343541 -3.101316
N -0.286160 4.642400 -2.547885
C 0.184676 4.460466 -1.174569
C 1.563555 3.772070 -1.195233
O 2.654756 4.431139 -1.955162
C 3.950861 3.907701 -1.581120
H -0.820294 3.989845 -6.023149
H -0.072354 2.491600 -6.576961
H 0.453311 4.111950 -7.128572
H 1.350421 2.608210 -3.569615
H 0.123389 1.798829 -4.571510
H -0.975024 2.698127 -2.269827
H -1.584961 3.482853 -3.710532
H 0.548342 4.780539 -3.099820
H -0.369421 3.885079 -0.432937
H 0.426693 5.395800 -0.669917
H 1.605055 2.709229 -1.433444
H 1.800001 3.725127 -0.132220
H 4.668001 4.660904 -1.907447
H 3.967008 2.917803 -2.037123
H 4.057668 3.757566 -0.506802
C -4.532106 2.378315 2.276024
C -4.121751 1.936841 3.678826
O -2.761809 1.512191 3.864888
O -4.970391 1.209902 1.650477
H -3.902380 2.967254 1.609161
H -5.367568 3.046933 2.483523
H -4.781618 1.171414 4.087214
H -4.274138 2.845707 4.260924
H -2.632787 0.873016 3.160330
H -4.295351 0.529635 1.594333
C -1.051247 0.020875 -0.082994
C -1.413803 -0.486417 1.391183
O -2.832872 -0.419074 1.570024
O -1.196999 1.375900 -0.344844
H -1.581302 -0.579423 -0.822435
H 0.036585 -0.033676 -0.124821
H -0.844406 -0.118200 2.244587
H -1.059115 -1.516851 1.368832
H -2.975673 -1.325249 1.852974
H -2.113804 1.560408 -0.127967
C -5.480838 -2.763382 0.146728
C -5.160013 -3.078969 1.649707
O -3.795580 -2.844056 1.893003
O -5.479127 -1.357940 -0.104828
H -6.531141 -3.053442 0.175541
H -5.004638 -3.330180 -0.653313
H -5.436188 -4.059901 2.036512
H -5.784682 -2.336193 2.145865
H -3.416795 -3.656850 2.235796
H -4.558610 -1.121847 0.031218

Cartesian forces (eV/Å) of the 3 atoms listed first:
C -0.4 1.9 -1.8
O -0.4 0.1 0.0
C 1.6 0.6 -1.0

* HOMO level: -0.29874 Eh
* total energy: -2904.50237 hartree
* SMILES: COCCNCCOC.COCCNCCOC.COCCNCCOC.COCCNCCOC.COCCNCCOC.OCCO.OCCO.OCCO
* frontier orbital gap: 7.91 eV

***

Record 5
Density functional theory data (ωB97M-V with the def2-TZVPD basis set) for C46H57N9NbO5PS2Te as an isolated structure in a non-equilibrium geometry.

Cartesian coordinates (Å):
Nb -0.787603 -0.165306 1.656613
C 2.908768 4.045514 2.486121
N 1.652959 3.360430 2.140499
C 1.350990 2.075558 2.079303
N 0.112563 1.879207 1.623842
C -0.343593 3.158099 1.438277
N 0.522922 4.073160 1.877495
C 4.136360 3.049098 2.614347
C 5.134729 2.814203 1.701375
C 6.183382 1.935187 1.984588
C 6.259801 1.273424 3.188432
C 5.225028 1.470070 4.105120
C 4.214700 2.352821 3.797925
C 5.045477 0.557783 5.198976
N 5.773863 -0.433772 5.552350
N 5.106593 -1.106114 6.563372
C 3.997275 -0.489167 6.779952
O 3.859105 0.622165 5.949544
C 2.834131 -0.963372 7.482649
C 2.825442 -2.215532 8.107618
C 1.598425 -2.773393 8.426596
C 0.434147 -2.067635 8.146480
C 0.458538 -0.779930 7.614855
C -0.755245 0.097171 7.447262
N -0.921577 0.557813 6.070874
C -0.909006 -0.166309 4.926892
N -1.291047 0.615781 3.919442
C -1.715686 1.731923 4.539392
N -1.410868 1.785081 5.822266
C 1.692451 -0.225670 7.258003
H 2.797380 4.506226 3.480680
H 3.071404 4.862709 1.734368
H 2.078511 1.280276 2.147775
H -1.423987 3.325904 1.218746
H 5.152721 3.445098 0.747712
H 6.999681 1.835455 1.258051
H 7.211640 0.851587 3.508789
H 3.491305 2.551940 4.589482
H 3.732932 -2.782883 8.305577
H 1.528590 -3.759528 8.869373
H -0.554091 -2.458919 8.413120
H -0.590651 0.985589 8.020863
H -1.681218 -0.430003 7.764229
H -0.463650 -1.126466 4.795664
H -2.166153 2.579458 4.002768
H 1.770427 0.825545 6.885349
O -1.808680 1.300361 0.143297
H -2.730114 1.018595 -0.075713
H -1.351451 1.304266 -0.758297
C -6.287589 -3.072295 -1.432988
C -4.922415 -2.594770 -1.064891
C -4.813699 -1.097508 -1.106343
O -4.778223 -3.102996 0.337814
P -3.344620 -3.059228 1.152529
S -2.038238 -3.895213 -0.008328
S -3.038597 -1.119654 1.867603
O -3.787998 -3.819795 2.501941
C -4.279989 -5.263333 2.624718
C -5.714477 -5.119233 3.035135
C -4.236474 -6.177898 1.433581
H -6.597254 -2.805857 -2.441283
H -7.036968 -2.612466 -0.753850
H -6.389486 -4.144018 -1.342402
H -4.149162 -3.074074 -1.711441
H -5.175965 -0.591852 -0.199646
H -5.429162 -0.818720 -1.936853
H -3.800322 -0.672273 -1.270950
H -3.673689 -5.626752 3.465133
H -6.270300 -4.528753 2.317844
H -5.675519 -4.721195 4.088911
H -6.160683 -6.082606 3.080293
H -4.810764 -5.617919 0.633880
H -4.695960 -7.139513 1.624765
H -3.177562 -6.199265 1.079565
C 1.421979 -3.154815 0.804685
C 0.658376 -1.884595 1.044480
O 0.198350 -1.657601 2.310372
N 0.219062 -0.979114 0.175898
Te -0.072185 0.002015 -4.973753
C 1.643152 -0.007025 -6.380045
C 2.923533 -0.361694 -5.985447
C 3.264414 -0.582589 -4.513217
C 3.890356 -0.629451 -7.046754
C 3.508539 -0.469930 -8.373446
C 4.333155 -1.075092 -9.479716
C 2.277453 0.173224 -8.648057
C 1.354773 0.476204 -7.672655
C 0.044520 1.126734 -8.077903
C -0.842694 2.025208 -4.502035
C -2.197174 2.275952 -4.697671
C -3.110940 1.187440 -5.284798
C -2.751912 3.516443 -4.381942
C -1.973254 4.521488 -3.924497
C -2.479804 5.956291 -3.595816
C -0.577995 4.274333 -3.685673
C -0.012983 3.085993 -4.048191
C 1.466069 2.846325 -4.031389
H 0.769596 -4.100758 0.796534
H 2.155586 -3.250832 1.617740
H 1.965813 -3.004322 -0.087347
H 3.159367 -1.618035 -4.242602
H 2.647791 0.000370 -3.823290
H 4.247681 -0.366504 -4.246515
H 4.845580 -0.920452 -6.733605
H 4.558272 -0.333397 -10.249196
H 3.833866 -1.921090 -9.978500
H 5.328323 -1.410524 -9.121439
H 2.055940 0.427536 -9.661071
H 0.140137 1.514932 -9.071928
H -0.267111 1.892980 -7.324196
H -0.720753 0.362325 -8.062329
H -2.820106 0.954874 -6.368817
H -4.122330 1.535266 -5.253442
H -3.010666 0.365340 -4.600288
H -3.813941 3.671280 -4.585572
H -3.066762 6.496225 -4.343406
H -1.569417 6.494430 -3.265806
H -3.147283 5.825682 -2.729932
H 0.041820 5.046109 -3.240181
H 1.998893 3.823023 -3.864830
H 1.885676 2.465992 -4.927997
H 1.746735 2.157494 -3.191440

Cartesian forces (eV/Å) of the 3 atoms listed first:
Nb -1.8 0.1 -1.2
C 2.1 0.0 0.0
N -1.3 -0.5 0.4

* HOMO level (spin up / spin down): -0.52337 / -0.52337 Eh
* total energy: -4117.90227 hartree
* 2S+1: 2
* ⟨S²⟩: 0.76
* frontier orbital gap (spin up / spin down): 4.59 / 4.43 eV
* charge: +3